Density functional theory data (wB97M-V/def2-TZVPD) for a 20-piece molecular cluster, H40O20 overall at a distorted geometry.

The geometry in XYZ format:
```
60
Properties=species:S:1:pos:R:3:forces:R:3:lowdin_charge:R:1
O -0.495622 -4.876236 2.672721 0.6999 -0.0162 0.0656 -0.044
H 0.459467 -4.819717 2.812182 -0.0640 0.2925 0.4416 0.050
H -0.473261 -5.354550 1.845579 -0.5727 -0.2543 -0.4684 0.029
O 0.788303 4.484061 0.620725 0.8004 1.6313 -0.3556 -0.037
H 1.730801 4.344639 0.449870 0.1087 -0.7163 0.1841 0.034
H 0.751248 5.378138 0.221324 -0.6666 -0.4410 0.4157 0.088
O 2.075319 1.665572 3.097443 -0.3059 1.0438 -0.5342 -0.082
H 1.217092 1.207450 3.098524 0.1450 -0.2189 0.3210 0.003
H 2.504020 1.350511 3.888060 0.1086 -0.2705 0.4124 0.042
O -0.623718 -1.719005 -0.484937 2.1780 -1.0468 -0.0085 -0.072
H 0.202842 -2.227060 -0.245558 -1.1228 0.5303 0.3033 0.059
H -0.272143 -1.250439 -1.257135 -0.6378 0.4456 0.5258 0.012
O -1.682464 -2.053715 3.053290 -0.7006 -0.0891 2.1636 -0.086
H -1.395504 -2.772375 3.640041 0.4348 -0.1217 -0.5081 0.050
H -2.523196 -1.821009 3.526774 0.7602 0.0094 -1.2576 0.087
O 2.167582 0.228267 -3.419724 -0.5709 1.3756 0.0865 -0.062
H 2.376845 1.191401 -3.516144 0.4782 -0.9507 -0.3197 0.046
H 1.326536 0.316430 -2.960176 -0.1634 -0.3565 0.0385 0.016
O 3.953303 2.220285 -3.283838 1.2914 -1.1386 1.4187 -0.072
H 4.636645 1.506518 -3.247180 -0.4744 0.6306 -1.0281 0.089
H 3.770050 2.166225 -2.322846 -0.6440 0.6171 -0.5513 0.023
O -5.150898 -0.294941 -3.479012 1.2139 -0.1349 0.4001 -0.059
H -5.631202 0.159856 -2.791093 -0.4492 0.1837 0.1606 0.007
H -4.265356 -0.421095 -3.067161 -0.7070 -0.0848 -0.5772 0.042
O -2.067721 2.027062 1.695954 0.9545 -0.6695 -0.5121 -0.055
H -2.542718 2.041257 0.840755 -0.6472 0.3394 1.3376 0.020
H -2.410081 2.579909 2.403605 -0.4931 0.1429 -0.7375 0.052
O 2.969428 3.684129 -1.105771 1.5137 -0.2862 0.2733 -0.052
H 3.665800 3.247160 -0.570738 -0.8337 0.1286 0.2090 0.078
H 3.555266 4.103333 -1.758333 -0.5936 0.2768 -0.1656 0.063
O -4.495031 1.882772 -0.213246 -0.2568 -0.5844 0.0648 -0.048
H -4.882826 1.066061 -0.590646 0.5658 0.7612 0.2623 0.052
H -4.078413 2.375593 -0.922967 -0.1310 -0.0828 -0.3736 0.039
O 1.482428 -3.982788 -0.557671 0.4889 0.3139 0.1983 -0.040
H 1.777073 -3.359056 -1.237965 -0.0409 -0.2638 0.4525 0.005
H 0.603153 -4.258156 -0.791534 -0.5909 -0.2365 -0.4419 0.023
O -1.414751 0.110390 -2.268329 -0.4551 0.6772 -0.0699 -0.025
H -0.537249 0.038783 -2.627736 0.3299 -0.0781 -0.5906 0.004
H -1.433642 1.046980 -2.008542 -0.0378 -0.1349 0.2207 0.038
O -2.413054 -3.425536 -1.572784 0.2594 -0.2666 0.0701 -0.078
H -1.673445 -2.792236 -1.529410 -0.3880 -0.0089 0.0817 -0.014
H -2.524027 -3.619734 -0.633663 -0.2489 -0.0380 -0.2460 0.005
O 2.983513 -1.560898 -1.549839 -0.5933 -1.1507 -0.4865 -0.064
H 2.532364 -2.039076 -2.280700 0.8107 0.5964 0.3704 0.043
H 2.816627 -0.649762 -1.803373 0.0066 0.2907 -0.0155 -0.013
O 3.461478 -0.385870 2.308472 0.9902 0.8075 -0.5670 -0.101
H 4.378734 -0.461510 1.982500 -0.6917 -0.1755 0.1810 0.038
H 3.226980 0.565384 2.147083 -0.1124 -1.1228 0.3020 0.007
O 0.331453 -0.307849 3.613144 -1.0222 -0.8246 -0.4456 -0.071
H -0.629711 -0.473901 3.693684 0.2407 0.6355 0.3382 0.035
H 0.426487 -1.052870 2.994605 0.9135 0.3249 -0.0143 0.051
O -0.568204 2.738849 -0.722247 -0.3671 0.0703 0.4780 -0.116
H -0.005325 3.459518 -0.338126 -0.3944 -0.0506 -0.5289 -0.011
H -0.802437 2.319813 0.133995 -0.0852 0.0275 -0.6072 0.013
O -3.524736 -2.140578 1.431749 -0.3601 1.5880 -0.2991 -0.056
H -4.201557 -2.797553 1.491830 0.0875 -1.0054 -0.3771 0.032
H -2.647330 -2.408461 1.131263 -0.5270 -0.4264 0.2615 0.012
O 1.245432 1.033166 0.042687 1.5731 -2.1012 0.7724 -0.058
H 1.069629 1.681781 -0.628027 -1.0391 0.9199 0.6703 -0.015
H 0.879715 1.104697 0.948594 0.0351 0.6868 -1.3944 0.045
```
Forces are in eV/Å.

The spin multiplicity is 1. As for the total charge: 0. For the highest occupied orbital energy, the calculation gives -10.439 eV. The energy above the lowest of the compared OMol25 structures with the same formula, charge and spin is 112.8 kcal per mole. The lowest unoccupied orbital energy comes out at -0.32 eV.